No. 1
# C28H26F40NO7S

A 6-piece molecular cluster, C28H26F40NO7S overall at a distorted geometry (wB97M-V/def2-TZVPD, OMol25).

## Properties
Charge: +1
E_LUMO: -6.14 eV
Electronic energy: -6056.25943 a.u.

Each line ends with the Mulliken charge.
CARTESIAN COORDINATES (ANGSTROEM)
C (3.468, 1.072, 3.836)  -0.535
O (3.037, -0.080, 4.642)  -0.379
C (2.741, -1.264, 3.820)  -0.266
S (1.541, -0.979, 2.411)  0.647
O (0.540, 0.389, 2.665)  -0.175
C (-0.543, -0.073, 3.574)  0.383
N (-1.465, -0.103, 4.515)  -0.383
H (3.814, 0.818, 2.747)  0.249
H (2.540, 1.823, 3.813)  0.200
H (4.334, 1.644, 4.383)  0.320
H (3.719, -1.758, 3.378)  0.489
H (2.268, -2.071, 4.561)  0.176
H (2.328, -0.622, 1.269)  0.245
C (-0.805, -6.468, 4.534)  -0.657
C (-1.988, -7.021, 3.723)  0.848
C (-1.649, -7.436, 2.295)  0.063
F (-1.211, -6.396, 1.549)  -0.147
F (-2.752, -7.918, 1.663)  -0.280
F (-3.007, -6.121, 3.749)  -0.269
F (-2.452, -8.125, 4.388)  -0.322
O (-0.699, -5.043, 4.597)  -0.384
C (-0.017, -4.432, 3.503)  0.669
C (-0.916, -3.484, 2.702)  0.242
F (-1.988, -4.133, 2.180)  -0.205
F (-0.244, -2.940, 1.652)  0.006
F (0.553, -5.392, 2.737)  -0.260
F (1.013, -3.734, 4.055)  -0.240
H (-0.975, -6.772, 5.574)  0.424
H (0.147, -6.940, 4.265)  0.292
H (-0.889, -8.221, 2.280)  0.271
H (-1.288, -2.670, 3.330)  -0.030
C (-1.299, 0.480, -0.036)  -0.791
C (-2.276, 1.623, -0.353)  1.200
C (-3.714, 1.186, -0.610)  -0.062
F (-3.817, 0.372, -1.686)  -0.213
F (-4.501, 2.264, -0.873)  -0.219
F (-1.786, 2.354, -1.390)  -0.239
F (-2.274, 2.466, 0.727)  -0.370
O (-0.510, 0.006, -1.130)  -0.277
C (-1.133, -0.979, -1.952)  0.611
C (-1.328, -0.507, -3.397)  0.218
F (-2.107, 0.603, -3.459)  -0.215
F (-1.949, -1.459, -4.145)  -0.309
F (-2.287, -1.385, -1.369)  -0.282
F (-0.304, -2.058, -1.927)  -0.184
H (-0.564, 0.888, 0.669)  0.147
H (-1.776, -0.341, 0.513)  0.408
H (-4.134, 0.673, 0.258)  0.304
H (-0.369, -0.273, -3.867)  0.262
C (2.986, -5.471, -0.709)  -0.779
C (3.232, -3.954, -0.694)  0.716
C (2.664, -3.200, -1.891)  0.180
F (3.219, -3.600, -3.059)  -0.230
F (2.923, -1.869, -1.785)  -0.190
F (4.563, -3.719, -0.544)  -0.330
F (2.639, -3.461, 0.439)  -0.143
O (4.066, -6.277, -1.188)  -0.432
C (4.123, -6.442, -2.604)  0.726
C (5.402, -5.859, -3.215)  0.181
F (5.512, -4.528, -2.972)  -0.203
F (5.413, -6.009, -4.567)  -0.250
F (2.996, -5.939, -3.160)  -0.268
F (4.079, -7.785, -2.821)  -0.290
H (2.867, -5.776, 0.339)  0.413
H (2.032, -5.738, -1.179)  0.420
H (1.581, -3.322, -1.960)  0.258
H (6.291, -6.350, -2.809)  0.251
C (1.519, 3.687, -3.157)  -0.953
C (1.622, 2.194, -2.807)  0.811
C (1.892, 1.897, -1.335)  0.213
F (3.076, 2.404, -0.920)  -0.289
F (1.957, 0.556, -1.123)  -0.104
F (2.550, 1.610, -3.609)  -0.310
F (0.425, 1.617, -3.144)  -0.115
O (2.700, 4.288, -3.692)  -0.419
C (3.641, 4.753, -2.726)  0.785
C (4.988, 4.028, -2.817)  0.168
F (4.852, 2.692, -2.619)  -0.183
F (5.852, 4.475, -1.865)  -0.256
F (3.087, 4.685, -1.492)  -0.264
F (3.812, 6.078, -2.985)  -0.292
H (0.785, 3.764, -3.970)  0.472
H (1.086, 4.281, -2.344)  0.416
H (1.099, 2.295, -0.698)  0.049
H (5.450, 4.178, -3.797)  0.249
C (-4.741, 6.399, 1.219)  -0.762
C (-5.924, 5.846, 0.408)  0.899
C (-5.584, 5.430, -1.019)  0.463
F (-5.146, 6.470, -1.765)  -0.226
F (-6.688, 4.948, -1.651)  -0.285
F (-6.943, 6.745, 0.434)  -0.278
F (-6.388, 4.742, 1.074)  -0.316
O (-4.635, 7.823, 1.282)  -0.413
C (-3.953, 8.434, 0.189)  0.771
C (-4.852, 9.382, -0.613)  0.186
F (-5.924, 8.733, -1.134)  -0.209
F (-4.179, 9.927, -1.663)  -0.253
F (-3.383, 7.474, -0.577)  -0.269
F (-2.923, 9.132, 0.741)  -0.300
H (-4.911, 6.095, 2.260)  0.447
H (-3.789, 5.926, 0.950)  0.355
H (-4.825, 4.645, -1.035)  -0.050
H (-5.224, 10.197, 0.016)  0.250



No. 2
# C28H26FN2

A 2-piece molecular cluster, C28H26FN2 overall at a distorted geometry (wB97M-V/def2-TZVPD, OMol25).

## Properties
Energy relative to the best compared isomer or geometry (same formula, charge and spin): 14.85 kcal/mol
Charge: +1
E_LUMO: -5.06 eV
Electronic energy: -1291.62755 a.u.

Each line ends with the Mulliken charge.
CARTESIAN COORDINATES (ANGSTROEM)
C (-7.422, 1.335, 1.891)  -0.847
N (-6.579, 0.174, 1.915)  0.442
C (-5.264, 0.147, 2.503)  0.929
H (-4.365, 0.663, 1.772)  -1.421
C (-5.294, 0.785, 3.887)  -0.723
C (-6.138, 0.372, 4.944)  -0.449
C (-6.113, 0.970, 6.190)  -0.719
C (-5.209, 2.027, 6.441)  -0.575
C (-4.372, 2.451, 5.408)  -0.563
C (-4.441, 1.862, 4.164)  0.167
N (-5.030, -1.265, 2.609)  0.509
C (-3.945, -1.819, 3.361)  -0.713
C (-6.072, -2.009, 2.084)  1.087
C (-7.056, -1.103, 1.657)  1.200
C (-8.346, -1.545, 1.318)  -1.126
C (-8.614, -2.916, 1.412)  -0.724
C (-7.623, -3.825, 1.834)  -0.717
C (-6.339, -3.384, 2.175)  -0.931
H (-8.392, 1.108, 1.423)  0.342
H (-7.615, 1.716, 2.907)  0.311
H (-6.899, 2.095, 1.302)  0.272
H (-6.851, -0.460, 4.773)  0.389
H (-6.795, 0.627, 6.984)  0.403
H (-5.171, 2.499, 7.414)  0.418
H (-3.660, 3.263, 5.592)  0.461
H (-3.824, 2.193, 3.338)  0.322
H (-3.948, -2.917, 3.299)  0.328
H (-3.021, -1.420, 2.923)  0.180
H (-4.013, -1.532, 4.421)  0.291
H (-9.077, -0.803, 1.029)  0.369
H (-9.594, -3.300, 1.173)  0.418
H (-7.881, -4.871, 1.901)  0.422
H (-5.548, -4.029, 2.532)  0.370
F (-3.404, -2.178, -3.596)  -0.312
C (-3.303, -1.307, -2.537)  0.378
C (-3.726, 0.004, -2.681)  -0.687
C (-3.591, 0.858, -1.588)  -0.436
C (-3.128, 0.417, -0.320)  0.297
C (-3.342, 1.245, 0.924)  0.336
C (-2.124, 1.622, 1.716)  0.308
C (-1.938, 2.974, 2.136)  -0.355
C (-1.161, 3.290, 3.255)  -0.523
C (-0.428, 2.282, 3.891)  -0.490
C (-0.343, 1.031, 3.290)  -0.763
C (-1.099, 0.744, 2.140)  -0.181
C (-2.559, -0.864, -0.293)  0.062
C (-2.656, -1.755, -1.385)  -0.988
H (-4.150, 0.327, -3.637)  0.426
H (-3.911, 1.893, -1.709)  0.420
H (-3.844, 2.194, 0.584)  0.560
H (-2.462, 3.794, 1.636)  0.366
H (-1.149, 4.304, 3.665)  0.426
H (0.142, 2.495, 4.802)  0.419
H (0.296, 0.261, 3.721)  0.425
H (-0.889, -0.164, 1.612)  0.560
H (-2.097, -1.220, 0.609)  0.142
H (-2.259, -2.752, -1.336)  0.482



No. 3
# C28H26IIrN5O6

C28H26IIrN5O6 as an isolated structure at a distorted geometry (wB97M-V/def2-TZVPD, OMol25).

## Properties
Energy relative to the best compared isomer or geometry (same formula, charge and spin): 58.65 kcal/mol
Charge: +2
E_LUMO (spin up / spin down): -8.39 / -8.53 eV
Electronic energy: -2209.31207 a.u.
Spin multiplicity: 2

Each line ends with the Mulliken charge.
CARTESIAN COORDINATES (ANGSTROEM)
Ir (-0.349, -0.304, 0.076)  1.268
N (-0.412, -0.476, 2.318)  -0.686
C (-0.871, -1.647, 3.101)  -0.740
C (-2.270, -2.087, 2.705)  -0.233
C (-2.219, -2.625, 1.342)  0.320
O (-2.576, -3.825, 1.170)  -0.669
O (-1.806, -1.922, 0.373)  -0.616
H (0.527, -0.240, 2.622)  0.316
H (-1.029, 0.327, 2.497)  0.452
H (-0.877, -1.393, 4.161)  0.494
H (-0.150, -2.455, 2.965)  0.315
H (-2.924, -1.210, 2.687)  0.134
H (-2.678, -2.809, 3.411)  0.431
O (6.524, 0.036, 0.659)  -0.496
C (5.889, -1.154, 1.057)  -0.544
C (4.407, -0.972, 0.884)  -0.010
C (3.513, -1.977, 1.245)  -1.247
C (2.170, -1.794, 1.041)  -0.012
N (1.663, -0.660, 0.518)  0.607
C (2.520, 0.338, 0.216)  0.669
C (3.887, 0.206, 0.370)  -0.718
C (1.861, 1.552, -0.273)  0.318
C (2.532, 2.720, -0.555)  -0.664
C (1.841, 3.797, -1.086)  0.123
C (2.540, 5.095, -1.399)  -0.541
O (3.894, 4.958, -1.037)  -0.498
C (0.484, 3.648, -1.337)  -1.101
C (-0.149, 2.479, -1.017)  -0.245
N (0.512, 1.425, -0.458)  0.083
H (7.477, -0.053, 0.761)  0.331
H (6.090, -1.402, 2.104)  0.367
H (6.205, -2.012, 0.455)  0.362
H (3.862, -2.909, 1.673)  0.519
H (1.465, -2.564, 1.306)  0.459
H (4.565, 1.002, 0.103)  0.737
H (3.592, 2.831, -0.383)  0.671
H (2.045, 5.901, -0.848)  0.368
H (2.412, 5.302, -2.466)  0.368
H (4.367, 5.771, -1.246)  0.332
H (-0.085, 4.458, -1.777)  0.539
H (-1.207, 2.346, -1.201)  0.435
I (0.588, -0.447, -3.412)  0.233
C (0.479, -2.291, -2.459)  0.006
C (0.652, -3.422, -3.239)  -0.629
C (0.515, -4.659, -2.639)  -0.335
C (0.209, -4.722, -1.289)  -1.324
C (0.055, -3.546, -0.590)  0.137
N (0.199, -2.330, -1.153)  0.062
H (0.873, -3.326, -4.292)  0.460
H (0.635, -5.564, -3.222)  0.431
H (0.077, -5.666, -0.780)  0.492
H (-0.197, -3.575, 0.458)  0.428
O (-2.665, 1.119, 2.171)  -0.812
C (-3.009, 1.040, 1.008)  0.013
N (-2.193, 0.536, -0.051)  0.627
C (-2.955, 0.596, -1.222)  0.250
O (-2.522, 0.239, -2.303)  -0.562
C (-4.288, 1.154, -0.904)  0.361
C (-5.367, 1.396, -1.722)  -0.605
C (-6.501, 1.945, -1.124)  -0.530
C (-6.528, 2.232, 0.242)  -0.591
C (-5.423, 1.978, 1.053)  -0.441
C (-4.313, 1.434, 0.446)  0.422
H (-5.335, 1.169, -2.780)  0.531
H (-7.374, 2.151, -1.730)  0.436
H (-7.420, 2.658, 0.680)  0.426
H (-5.434, 2.199, 2.113)  0.516



No. 4
# C28H26N4NdO

C28H26N4NdO as an isolated structure at a distorted geometry (wB97M-V/def2-TZVPD, OMol25).

## Properties
Charge: +1
E_LUMO (spin up / spin down): -2.87 / -2.86 eV
Electronic energy: -1938.15926 a.u.
Spin multiplicity: 4

Each line ends with the Mulliken charge.
CARTESIAN COORDINATES (ANGSTROEM)
Nd (-0.786, -0.044, -0.070)  0.981
C (-0.507, -0.754, 4.467)  -0.962
C (-0.939, -0.700, 3.140)  0.112
N (-0.118, -0.627, 2.101)  -0.064
C (1.228, -0.606, 2.294)  0.297
C (1.750, -0.644, 3.626)  1.339
C (0.841, -0.715, 4.703)  -0.616
C (3.135, -0.615, 3.845)  -1.005
C (3.970, -0.565, 2.761)  -1.388
C (3.483, -0.537, 1.457)  -0.582
C (2.121, -0.552, 1.138)  0.675
N (1.520, -0.533, -0.099)  -0.148
C (2.096, -0.563, -1.348)  0.824
C (3.450, -0.617, -1.696)  -0.572
C (3.908, -0.648, -3.011)  -1.380
C (3.050, -0.646, -4.077)  -0.967
C (1.670, -0.623, -3.829)  1.324
C (0.736, -0.661, -4.886)  -0.537
C (-0.607, -0.663, -4.620)  -0.974
C (-1.009, -0.606, -3.283)  0.078
N (-0.163, -0.561, -2.264)  -0.183
C (1.179, -0.575, -2.486)  0.198
H (-1.223, -0.821, 5.271)  0.433
H (-2.005, -0.725, 2.910)  0.317
H (1.229, -0.742, 5.711)  0.447
H (3.515, -0.640, 4.853)  0.423
H (5.039, -0.549, 2.909)  0.415
H (4.229, -0.494, 0.691)  0.278
H (4.213, -0.647, -0.945)  0.280
H (4.974, -0.681, -3.180)  0.405
H (3.409, -0.678, -5.092)  0.420
H (1.102, -0.694, -5.901)  0.452
H (-1.343, -0.705, -5.408)  0.417
H (-2.069, -0.603, -3.027)  0.387
C (-5.861, -2.593, 0.391)  -0.907
N (-4.670, -1.774, 0.278)  0.134
C (-4.768, -0.327, 0.209)  -0.712
C (-3.481, -2.333, 0.164)  -0.092
O (-2.427, -1.699, 0.019)  -0.498
H (-6.706, -1.983, 0.702)  0.308
H (-5.707, -3.382, 1.127)  0.354
H (-6.101, -3.056, -0.567)  0.342
H (-5.783, -0.006, 0.420)  0.351
H (-4.483, 0.032, -0.788)  0.255
H (-4.093, 0.130, 0.944)  0.214
H (-3.479, -3.432, 0.211)  0.462
C (-1.804, 2.146, -0.236)  -1.243
C (-0.382, 2.583, -0.087)  0.536
C (0.234, 2.638, 1.185)  -0.218
C (1.538, 3.078, 1.329)  -0.633
C (2.274, 3.485, 0.225)  -0.568
C (1.703, 3.399, -1.036)  -0.688
C (0.406, 2.946, -1.196)  -0.379
H (-2.202, 2.543, -1.183)  0.372
H (-2.400, 2.576, 0.585)  0.338
H (-0.354, 2.400, 2.075)  0.418
H (1.975, 3.138, 2.316)  0.449
H (3.269, 3.884, 0.350)  0.442
H (2.260, 3.725, -1.902)  0.439
H (-0.038, 2.924, -2.185)  0.401



Please write out number 2 again, unchanged.
# C28H26FN2

A 2-piece molecular cluster, C28H26FN2 overall at a distorted geometry (wB97M-V/def2-TZVPD, OMol25).

## Properties
Energy relative to the best compared isomer or geometry (same formula, charge and spin): 14.85 kcal/mol
Charge: +1
E_LUMO: -5.06 eV
Electronic energy: -1291.62755 a.u.

Each line ends with the Mulliken charge.
CARTESIAN COORDINATES (ANGSTROEM)
C (-7.422, 1.335, 1.891)  -0.847
N (-6.579, 0.174, 1.915)  0.442
C (-5.264, 0.147, 2.503)  0.929
H (-4.365, 0.663, 1.772)  -1.421
C (-5.294, 0.785, 3.887)  -0.723
C (-6.138, 0.372, 4.944)  -0.449
C (-6.113, 0.970, 6.190)  -0.719
C (-5.209, 2.027, 6.441)  -0.575
C (-4.372, 2.451, 5.408)  -0.563
C (-4.441, 1.862, 4.164)  0.167
N (-5.030, -1.265, 2.609)  0.509
C (-3.945, -1.819, 3.361)  -0.713
C (-6.072, -2.009, 2.084)  1.087
C (-7.056, -1.103, 1.657)  1.200
C (-8.346, -1.545, 1.318)  -1.126
C (-8.614, -2.916, 1.412)  -0.724
C (-7.623, -3.825, 1.834)  -0.717
C (-6.339, -3.384, 2.175)  -0.931
H (-8.392, 1.108, 1.423)  0.342
H (-7.615, 1.716, 2.907)  0.311
H (-6.899, 2.095, 1.302)  0.272
H (-6.851, -0.460, 4.773)  0.389
H (-6.795, 0.627, 6.984)  0.403
H (-5.171, 2.499, 7.414)  0.418
H (-3.660, 3.263, 5.592)  0.461
H (-3.824, 2.193, 3.338)  0.322
H (-3.948, -2.917, 3.299)  0.328
H (-3.021, -1.420, 2.923)  0.180
H (-4.013, -1.532, 4.421)  0.291
H (-9.077, -0.803, 1.029)  0.369
H (-9.594, -3.300, 1.173)  0.418
H (-7.881, -4.871, 1.901)  0.422
H (-5.548, -4.029, 2.532)  0.370
F (-3.404, -2.178, -3.596)  -0.312
C (-3.303, -1.307, -2.537)  0.378
C (-3.726, 0.004, -2.681)  -0.687
C (-3.591, 0.858, -1.588)  -0.436
C (-3.128, 0.417, -0.320)  0.297
C (-3.342, 1.245, 0.924)  0.336
C (-2.124, 1.622, 1.716)  0.308
C (-1.938, 2.974, 2.136)  -0.355
C (-1.161, 3.290, 3.255)  -0.523
C (-0.428, 2.282, 3.891)  -0.490
C (-0.343, 1.031, 3.290)  -0.763
C (-1.099, 0.744, 2.140)  -0.181
C (-2.559, -0.864, -0.293)  0.062
C (-2.656, -1.755, -1.385)  -0.988
H (-4.150, 0.327, -3.637)  0.426
H (-3.911, 1.893, -1.709)  0.420
H (-3.844, 2.194, 0.584)  0.560
H (-2.462, 3.794, 1.636)  0.366
H (-1.149, 4.304, 3.665)  0.426
H (0.142, 2.495, 4.802)  0.419
H (0.296, 0.261, 3.721)  0.425
H (-0.889, -0.164, 1.612)  0.560
H (-2.097, -1.220, 0.609)  0.142
H (-2.259, -2.752, -1.336)  0.482



- Among the records above, which one has the highest charge?
  C28H26IIrN5O6



- Number 2 is which compound?
  C28H26FN2



- The highest charge belongs to which entry?
  C28H26IIrN5O6